Record 1
Density functional theory data (ωB97M-V/def2-TZVPD) for one molecule with the formula C26H31N3O4.

As for the SMILES: CCN(CC)CCCN1C(=O)C(=O)/C(=C(/O)c2ccc3c(c2)C[C@H](C)O3)[C@@H]1c1cccnc1. Its multiplicity is 1. As for the LUMO energy: -0.007 hartree. The value obtained for the HOMO-LUMO gap is 7.89 eV. Its energy above the lowest of the compared OMol25 structures with the same formula, charge and spin is 250.0 kJ/mol. As for the HOMO energy: -8.09 eV. As for the total energy: -40125.5287 eV.

CARTESIAN COORDINATES (ANGSTROEM)
C1 -6.76 -0.32 -1.90
H1 -7.80 -0.39 -2.20
H2 -6.51 0.72 -1.76
H3 -6.14 -0.72 -2.69
C2 -6.54 -1.13 -0.62
N1 -5.13 -1.18 -0.27
C3 -4.70 0.01 0.44
H4 -5.09 0.87 -0.11
C4 -3.18 0.14 0.52
C5 -2.56 0.03 -0.87
N2 -1.12 -0.12 -0.81
C6 -0.53 -1.28 -0.45
O1 -1.10 -2.31 -0.16
C7 0.98 -1.04 -0.50
O2 1.83 -1.88 -0.26
C8 1.15 0.35 -0.90
C9 2.29 1.01 -1.21
C10 3.64 0.48 -1.03
C11 4.59 0.66 -2.04
C12 5.88 0.18 -1.92
C13 6.21 -0.49 -0.75
C14 5.28 -0.66 0.27
C15 4.00 -0.18 0.15
H5 3.28 -0.30 0.95
C16 5.94 -1.41 1.39
H6 5.45 -2.37 1.55
H7 5.93 -0.85 2.32
C17 7.39 -1.57 0.86
C18 8.42 -0.85 1.71
H8 8.16 0.20 1.81
H9 9.40 -0.92 1.25
H10 8.46 -1.29 2.70
H11 7.66 -2.63 0.76
O3 7.41 -1.02 -0.47
H12 6.60 0.30 -2.71
H13 4.30 1.15 -2.96
O4 2.17 2.25 -1.75
H14 3.05 2.61 -1.93
C19 -0.22 0.98 -1.06
C20 -0.41 2.10 -0.07
C21 -0.72 3.39 -0.47
C22 -0.88 4.37 0.49
C23 -0.72 4.03 1.82
N3 -0.41 2.80 2.22
C24 -0.26 1.87 1.30
H15 -0.02 0.88 1.67
H16 -0.83 4.76 2.61
H17 -1.13 5.39 0.21
H18 -0.84 3.62 -1.52
H19 -0.36 1.37 -2.08
H20 -2.79 0.92 -1.47
H21 -2.98 -0.85 -1.36
H22 -2.93 1.10 0.98
H23 -2.77 -0.65 1.15
H24 -5.12 0.06 1.47
C25 -4.71 -2.44 0.33
C26 -5.27 -2.74 1.73
H25 -4.90 -2.02 2.45
H26 -6.36 -2.71 1.73
H27 -4.95 -3.73 2.04
H28 -5.03 -3.23 -0.36
H29 -3.62 -2.46 0.36
H30 -6.89 -2.15 -0.79
H31 -7.15 -0.70 0.19

---

Record 2
Density functional theory data (ωB97M-V/def2-TZVPD) for an isolated ion of composition C4H5N4S and charge +1.

Its multiplicity is 1. As for the LUMO energy: -0.173 hartree. The value obtained for the HOMO-LUMO gap is 9.91 eV. Its energy above the lowest of the compared OMol25 structures with the same formula, charge and spin is 142.9 kJ/mol. As for the HOMO energy: -14.61 eV. As for the total energy: -21015.2661 eV. As for the total charge: +1.

CARTESIAN COORDINATES (ANGSTROEM)
C1 0.60 1.69 -0.07
C2 1.59 -0.19 0.35
C3 0.88 -2.36 0.80
C4 -1.79 0.80 -0.73
N1 1.82 1.14 0.18
N2 -0.07 -1.64 0.33
N3 0.30 -0.47 0.06
N4 -0.43 0.74 -0.27
S1 2.43 -1.54 1.07
H1 0.32 2.66 -0.36
H2 0.74 -3.33 1.12
H3 -2.37 1.38 0.04
H4 -1.88 1.38 -1.74
H5 -2.16 -0.26 -0.77

---

Record 3
Density functional theory data (ωB97M-V/def2-TZVPD) for C20H31Cl2N7O6SV as an isolated structure.

Its multiplicity is 3. As for the LUMO energy (spin up / spin down): -0.141 / -0.126 hartree. The value obtained for the HOMO-LUMO gap (spin up / spin down) is 6.23 / 6.63 eV. Its expectation value of S² is 2.024. Its energy above the lowest of the compared OMol25 structures with the same formula, charge and spin is 146.9 kJ/mol. As for the HOMO energy (spin up / spin down): -10.07 / -10.07 eV. As for the total energy: -105515.8686 eV. As for the total charge: +1.

CARTESIAN COORDINATES (ANGSTROEM)
V1 -1.24 -0.28 0.96
C1 -3.81 2.14 -3.15
N1 -2.67 1.49 -2.46
C2 -1.76 0.63 -3.32
C3 -2.44 1.28 -1.17
O1 -1.37 0.63 -0.82
C4 -3.39 1.53 -0.03
O2 -3.13 0.25 0.88
C5 -3.80 0.24 2.21
C6 -3.10 -0.90 2.99
O3 -1.89 -1.20 2.64
N2 -3.61 -1.32 4.15
C7 -2.95 -2.49 4.88
C8 -4.85 -0.82 4.77
H1 -4.61 1.43 -3.52
H2 -3.37 2.74 -3.93
H3 -4.28 2.83 -2.43
H4 -0.75 0.83 -2.96
H5 -1.86 0.79 -4.42
H6 -2.08 -0.39 -3.08
H7 -4.49 1.68 -0.26
H8 -2.95 2.37 0.47
H9 -4.94 0.08 2.17
H10 -3.52 1.23 2.69
H11 -1.93 -2.60 4.39
H12 -3.59 -3.39 4.77
H13 -2.92 -2.26 5.93
H14 -5.73 -1.13 4.17
H15 -4.90 0.31 4.76
H16 -5.00 -1.30 5.74
Cl1 2.77 0.85 3.16
C9 1.42 0.71 4.25
C10 1.62 0.28 5.56
C11 0.56 0.34 6.48
C12 -0.64 0.98 6.17
C13 -0.71 1.59 4.96
Cl2 -1.57 3.08 5.01
C14 0.16 1.23 3.90
S1 -0.22 1.61 2.22
H17 2.62 -0.07 5.76
H18 0.69 -0.18 7.40
H19 -1.39 1.18 6.93
O4 -1.49 -2.26 0.08
N3 -0.21 -2.47 0.15
O5 0.41 -3.45 -0.17
O6 0.35 -1.47 0.79
C15 3.42 -1.55 -3.19
N4 4.87 -1.35 -3.29
C16 5.21 0.00 -2.77
N5 4.57 1.07 -3.62
C17 3.08 0.85 -3.54
N6 2.74 -0.51 -3.98
C18 3.24 -0.56 -5.36
N7 4.72 -0.47 -5.59
C19 5.33 -1.41 -4.68
C20 5.02 0.89 -4.97
H20 3.10 -1.45 -2.11
H21 3.10 -2.56 -3.50
H22 6.32 0.09 -2.83
H23 4.80 0.20 -1.75
H24 2.56 1.60 -4.13
H25 2.76 1.01 -2.49
H26 2.75 0.21 -5.96
H27 2.88 -1.50 -5.78
H28 6.40 -1.23 -4.62
H29 5.05 -2.38 -5.08
H30 4.53 1.62 -5.58
H31 6.12 1.07 -4.88

---

Record 4
Density functional theory data (ωB97M-V/def2-TZVPD) for a 2-piece molecular cluster, CH2ClNO2 overall.

Its multiplicity is 1. As for the LUMO energy (spin up / spin down): -0.072 / -0.062 hartree. The value obtained for the HOMO-LUMO gap (spin up / spin down) is 8.74 / 8.73 eV. Its energy above the lowest of the compared OMol25 structures with the same formula, charge and spin is 604.3 kJ/mol. As for the HOMO energy (spin up / spin down): -10.71 / -10.43 eV. As for the total energy: -19170.1569 eV.

CARTESIAN COORDINATES (ANGSTROEM)
C1 -0.06 0.29 0.50
N1 -0.18 -0.66 -0.53
O1 -1.25 -0.78 -1.10
O2 0.82 -1.25 -0.79
Cl1 -1.42 1.15 1.03
H1 0.75 -0.09 1.26
H2 1.33 1.34 -0.37

---

Record 5
Density functional theory data (ωB97M-V/def2-TZVPD) for C23H27F2IrN5O4 as an isolated structure.

Its multiplicity is 2. As for the LUMO energy (spin up / spin down): -0.233 / -0.353 hartree. The value obtained for the HOMO-LUMO gap (spin up / spin down) is 6.67 / 3.40 eV. Its expectation value of S² is 0.770. As for the HOMO energy (spin up / spin down): -13.01 / -13.01 eV. As for the total energy: -48186.5830 eV. As for the total charge: +2.

CARTESIAN COORDINATES (ANGSTROEM)
Ir1 -2.76 -0.94 -0.57
N1 -3.70 -0.67 1.70
C1 -4.51 -1.75 2.27
C2 -3.91 -3.13 2.03
C3 -4.17 -3.55 0.49
O1 -5.09 -4.30 0.33
O2 -3.36 -3.00 -0.28
H1 -2.92 -0.46 2.32
H2 -4.27 0.17 1.64
H3 -5.52 -1.71 1.85
H4 -4.60 -1.62 3.36
H5 -4.41 -3.88 2.64
H6 -2.83 -3.16 2.18
O3 -1.96 -0.74 -2.88
C4 -1.50 0.54 -3.30
C5 -1.32 1.51 -2.17
C6 -0.79 2.76 -2.45
C7 -0.69 3.70 -1.44
C8 -1.13 3.36 -0.17
C9 -1.62 2.08 0.03
N2 -1.71 1.17 -0.94
H7 -2.59 -1.09 -3.52
H8 -2.21 1.00 -4.00
H9 -0.55 0.41 -3.83
H10 -0.49 2.99 -3.46
H11 -0.31 4.69 -1.64
H12 -1.10 4.07 0.65
H13 -1.99 1.79 1.01
C10 4.71 2.66 -2.16
C11 4.55 1.77 -0.99
C12 3.38 1.78 -0.21
C13 3.24 0.96 0.88
C14 4.28 0.08 1.25
N3 4.21 -0.76 2.32
C15 3.20 -0.93 3.27
O4 3.46 -1.08 4.43
N4 1.89 -0.92 2.82
C16 1.36 -1.31 1.60
C17 2.05 -2.11 0.68
C18 1.41 -2.47 -0.50
C19 0.12 -2.03 -0.73
N5 -0.54 -1.27 0.14
C20 0.06 -0.92 1.27
C21 5.47 0.09 0.48
C22 5.59 0.91 -0.61
H14 3.90 3.37 -2.25
H15 4.76 2.07 -3.08
H16 5.66 3.19 -2.11
H17 2.59 2.47 -0.46
H18 2.36 1.04 1.49
H19 5.11 -1.09 2.67
H20 1.23 -0.84 3.58
H21 3.04 -2.48 0.89
H22 1.90 -3.11 -1.21
H23 -0.40 -2.30 -1.64
H24 -0.51 -0.32 1.96
H25 6.28 -0.56 0.76
H26 6.50 0.90 -1.19
F1 -4.22 1.09 -2.38
C23 -4.51 0.47 -1.21
F2 -4.65 1.45 -0.27
H27 -5.48 -0.03 -1.32

---

Record 6
Density functional theory data (ωB97M-V/def2-TZVPD) for an isolated ion of composition C3H2N3O2 and charge +1.

As for the SMILES: N#Cc1c[nH]o[n+]1=O. Its multiplicity is 1. As for the LUMO energy (spin up / spin down): -0.248 / -0.248 hartree. The value obtained for the HOMO-LUMO gap (spin up / spin down) is 8.61 / 8.61 eV. Its energy above the lowest of the compared OMol25 structures with the same formula, charge and spin is 454.0 kJ/mol. As for the HOMO energy (spin up / spin down): -15.36 / -15.36 eV. As for the total energy: -11693.7224 eV. As for the total charge: +1.

CARTESIAN COORDINATES (ANGSTROEM)
C1 -1.81 2.45 -0.83
C2 -0.23 0.58 -0.06
C3 -1.39 1.22 -0.34
N1 -2.38 3.40 -1.14
N2 -0.41 -0.68 0.21
N3 -2.54 0.01 -0.09
O1 -3.68 0.05 0.04
O2 -1.75 -1.09 0.18
H1 0.67 1.03 -0.05
H2 0.01 -1.40 0.76

---

Record 7
Density functional theory data (ωB97M-V/def2-TZVPD) for an isolated ion of composition C5H8NS and charge +1.

As for the SMILES: CS[N+]1=CC=CC1. Its multiplicity is 1. As for the LUMO energy (spin up / spin down): -0.190 / -0.190 hartree. The value obtained for the HOMO-LUMO gap (spin up / spin down) is 8.12 / 8.12 eV. Its energy above the lowest of the compared OMol25 structures with the same formula, charge and spin is 192.4 kJ/mol. As for the HOMO energy (spin up / spin down): -13.29 / -13.29 eV. As for the total energy: -17630.9371 eV. As for the total charge: +1.

CARTESIAN COORDINATES (ANGSTROEM)
C1 -0.72 1.56 0.15
C2 -0.61 -0.64 -0.30
C3 -2.06 1.07 0.10
C4 -2.12 -0.31 -0.06
C5 2.55 -0.74 0.11
N1 0.18 0.65 -0.19
S1 1.84 0.92 -0.08
H1 -0.42 2.53 0.37
H2 -0.67 -1.24 -1.31
H3 -0.03 -1.41 0.33
H4 -2.83 1.70 0.26
H5 -2.98 -0.97 -0.01
H6 3.53 -0.47 0.35
H7 2.26 -1.42 -0.66
H8 2.08 -1.22 0.95

---

Record 8
Density functional theory data (ωB97M-V/def2-TZVPD) for C18H29N2O3 as an isolated structure.

Its multiplicity is 1. As for the LUMO energy: -0.088 hartree. The value obtained for the HOMO-LUMO gap is 8.80 eV. Its energy above the lowest of the compared OMol25 structures with the same formula, charge and spin is 1646.2 kJ/mol. As for the HOMO energy: -11.20 eV. As for the total energy: -28237.3624 eV. As for the total charge: +1.

CARTESIAN COORDINATES (ANGSTROEM)
C1 -0.42 3.85 1.69
C2 -1.08 3.32 0.58
C3 -0.52 2.51 -0.53
C4 0.89 2.04 -0.31
C5 2.17 2.51 -1.12
C6 3.25 2.04 -0.72
C7 3.30 1.14 0.24
C8 2.39 0.45 0.98
C9 1.15 1.05 0.75
O1 -0.13 0.64 1.30
C10 -0.11 0.26 2.94
C11 -0.04 -1.22 3.19
O2 1.17 -1.81 2.65
H1 1.60 -1.78 3.63
C12 -1.15 -1.94 2.24
N1 -1.19 -1.59 0.85
H2 -0.80 -0.62 0.59
C13 -0.14 -2.49 0.18
C14 0.17 -2.24 -1.21
N2 -1.16 -2.10 -1.92
C15 -1.98 -1.32 -1.37
C16 -2.47 -1.72 0.20
H3 -3.20 -1.23 0.60
H4 -2.83 -2.76 0.12
H5 -2.81 -1.62 -1.88
H6 -1.83 -0.33 -1.38
C17 -0.86 -1.84 -3.57
H7 -1.88 -2.24 -3.78
C18 -0.39 -0.46 -3.81
H8 0.55 -0.35 -3.38
O3 -1.15 0.41 -3.45
H9 -1.78 0.51 -4.16
H10 -0.16 -0.65 -4.91
H11 -0.17 -2.65 -3.87
H12 0.93 -2.65 -1.73
H13 0.50 -1.19 -1.02
H14 0.95 -2.65 0.75
H15 -0.72 -3.50 0.22
H16 -1.27 -2.98 2.55
H17 -2.29 -1.45 2.76
H18 -0.60 -1.21 4.04
H19 0.64 0.90 3.38
H20 -0.94 0.92 3.22
H21 2.40 -0.16 1.62
H22 4.45 0.50 0.56
H23 4.08 2.19 -1.39
H24 1.86 3.29 -1.82
H25 -1.23 1.92 -0.99
H26 -0.32 3.26 -1.30
H27 -2.08 3.68 0.76
H28 -0.76 4.33 2.53
H29 0.77 3.63 1.81

---

Record 9
Density functional theory data (ωB97M-V/def2-TZVPD) for C22H31ClEuN2O4 as an isolated structure.

Its multiplicity is 7. As for the LUMO energy (spin up / spin down): 0.106 / 0.106 hartree. The value obtained for the HOMO-LUMO gap (spin up / spin down) is 5.89 / 5.76 eV. Its expectation value of S² is 12.029. As for the HOMO energy (spin up / spin down): -3.00 / -2.87 eV. As for the total energy: -66333.9332 eV. As for the total charge: -1.

CARTESIAN COORDINATES (ANGSTROEM)
Eu1 0.14 -0.01 0.34
Cl1 2.18 -0.05 -1.03
N1 0.38 2.04 0.36
N2 0.32 -2.06 0.38
C1 -0.12 2.82 -0.52
C2 -0.18 -2.83 -0.51
C3 1.33 2.86 1.20
C4 1.61 4.00 0.22
C5 2.60 2.14 1.60
C6 0.57 3.38 2.41
H1 3.10 1.72 0.73
H2 2.38 1.34 2.29
H3 3.27 2.84 2.09
H4 -0.29 3.97 2.11
H5 1.23 4.02 3.01
H6 0.23 2.55 3.03
C7 1.23 -2.90 1.25
C8 1.49 -4.06 0.30
C9 0.42 -3.37 2.46
C10 2.51 -2.21 1.66
H7 3.03 -1.80 0.80
H8 3.15 -2.93 2.16
H9 2.30 -1.40 2.36
H10 -0.45 -3.94 2.14
H11 0.10 -2.53 3.05
H12 1.05 -4.02 3.07
O1 0.32 -4.07 -0.58
H13 1.56 -5.02 0.79
H14 2.36 -3.89 -0.33
O2 0.42 4.05 -0.62
H15 2.46 3.80 -0.43
H16 1.72 4.97 0.70
C11 -1.26 2.50 -1.39
C12 -1.28 -2.50 -1.42
C13 -1.16 -1.20 -2.16
H17 -2.19 -2.45 -0.81
H18 -1.41 -3.33 -2.10
C14 -0.87 0.00 -1.51
C15 -1.15 1.21 -2.15
H19 -1.40 0.01 0.58
C16 -1.47 1.22 -3.52
C17 -1.57 0.02 -4.19
C18 -1.71 2.50 -4.28
C19 -1.47 -1.20 -3.53
H20 -1.79 0.02 -5.25
C20 -1.72 -2.46 -4.30
H21 -1.84 -2.24 -5.36
H22 -2.63 -2.97 -3.98
H23 -0.90 -3.17 -4.21
H24 -2.61 3.01 -3.95
H25 -1.82 2.29 -5.34
H26 -0.88 3.20 -4.18
H27 -1.42 3.34 -2.05
H28 -2.14 2.44 -0.74
C21 -1.69 0.07 4.64
O3 -1.40 0.04 3.30
C22 -0.13 0.02 2.81
O4 0.83 0.02 3.56
H29 -1.28 -0.84 5.14
H30 -2.79 0.08 4.78
H31 -1.26 0.98 5.11

---

Record 10
Density functional theory data (ωB97M-V/def2-TZVPD) for C29H52P2PbSi as an isolated structure.

Its multiplicity is 1. As for the LUMO energy: -0.215 hartree. The value obtained for the HOMO-LUMO gap is 7.47 eV. Its energy above the lowest of the compared OMol25 structures with the same formula, charge and spin is 321.8 kJ/mol. As for the HOMO energy: -13.31 eV. As for the total energy: -62597.7446 eV. As for the total charge: +2.

CARTESIAN COORDINATES (ANGSTROEM)
Pb1 0.39 -0.73 1.49
C1 -0.38 -2.66 2.30
C2 1.00 -2.79 1.87
C3 0.92 -1.20 3.58
C4 -0.44 -1.67 3.33
C5 1.79 -1.91 2.70
C6 -1.53 -3.51 1.84
H1 -1.31 -3.99 0.88
H2 -2.44 -2.92 1.72
H3 -1.73 -4.30 2.56
C7 -1.65 -1.22 4.07
H4 -2.56 -1.43 3.51
H5 -1.61 -0.14 4.24
H6 -1.72 -1.72 5.04
C8 1.30 -0.20 4.63
H7 1.35 -0.67 5.62
H8 0.56 0.60 4.67
H9 2.27 0.24 4.42
C9 3.29 -1.87 2.73
H10 3.67 -2.51 3.53
H11 3.66 -0.86 2.91
H12 3.72 -2.23 1.79
C10 1.53 -3.83 0.93
H13 1.90 -4.71 1.48
H14 2.36 -3.44 0.33
H15 0.76 -4.18 0.24
C11 -1.79 0.28 -5.70
C12 -1.68 -1.05 -5.77
C13 -0.68 -1.90 -6.51
C14 0.62 -1.22 -6.98
C15 1.43 -0.64 -5.84
C16 1.30 0.55 -5.25
C17 0.33 1.67 -5.52
C18 -0.93 1.34 -6.34
H16 -1.18 -2.36 -7.39
H17 0.40 -0.47 -7.74
H18 -0.42 -2.75 -5.86
H19 -0.65 1.06 -7.36
H20 -2.59 0.66 -5.07
H21 -2.42 -1.63 -5.21
H22 -1.52 2.26 -6.43
H23 0.02 2.08 -4.55
H24 1.99 0.76 -4.43
H25 0.87 2.49 -6.02
H26 1.23 -1.99 -7.48
H27 2.20 -1.30 -5.44
P1 -0.70 -0.65 -0.50
P2 1.87 0.59 0.41
C19 0.11 0.54 -1.69
C20 0.99 1.53 -0.92
H28 -0.65 1.06 -2.29
H29 0.72 -0.05 -2.38
H30 1.69 2.05 -1.58
H31 0.37 2.27 -0.40
C21 2.72 1.92 1.36
H32 3.41 1.52 2.10
H33 1.97 2.53 1.87
H34 3.25 2.55 0.64
C22 3.29 -0.16 -0.51
H35 3.70 0.55 -1.24
H36 2.94 -1.06 -1.03
H37 4.07 -0.44 0.19
C23 -2.46 -0.11 -0.48
H38 -3.07 -0.73 0.18
H39 -2.83 -0.15 -1.51
H40 -2.50 0.94 -0.15
C24 -0.82 -2.15 -1.57
H41 0.16 -2.64 -1.62
H42 -1.15 -1.88 -2.58
H43 -1.54 -2.86 -1.14
C25 -1.09 2.88 5.75
Si1 -1.70 3.26 4.03
C26 -3.56 3.06 4.01
C27 -1.22 5.00 3.58
C28 -0.97 2.05 2.90
C29 -0.56 1.11 2.27
H44 -1.54 3.58 6.48
H45 0.02 2.97 5.79
H46 -1.38 1.84 6.03
H47 -4.01 3.77 4.74
H48 -3.95 3.27 2.99
H49 -3.82 2.02 4.30
H50 -0.12 5.10 3.61
H51 -1.59 5.23 2.56
H52 -1.68 5.70 4.30